No. 1
Entry from OMol25: a 15-piece molecular cluster, C23H76N14O23 overall in a non-equilibrium geometry (ωB97M-V/def2-TZVPD).

Calculated values
DFT total energy ... -93036.4803 eV
HOMO energy ... -8.6 eV
Kohn-Sham gap ... 7.92 eV

Atoms and positions in Å:
C  7.829  -18.037  -21.213
O  7.360  -18.403  -22.278
N  7.520  -16.861  -20.622
N  8.778  -18.646  -20.581
H  7.747  -16.680  -19.655
H  6.787  -16.378  -21.122
H  9.088  -18.255  -19.703
H  8.984  -19.585  -20.890
C  9.036  -13.287  -18.291
O  10.149  -12.978  -18.710
N  7.902  -12.902  -18.790
N  8.648  -14.188  -17.518
H  8.060  -12.063  -19.330
H  7.016  -13.147  -18.371
H  7.678  -14.220  -17.238
H  9.257  -14.885  -17.113
C  5.163  -9.913  -16.752
O  5.607  -8.852  -16.328
N  3.914  -10.115  -17.168
N  5.856  -11.028  -16.828
H  3.230  -9.379  -17.276
H  3.768  -10.942  -17.728
H  6.594  -11.013  -16.139
H  5.372  -11.888  -17.042
C  1.126  -10.612  -19.271
O  1.942  -10.849  -20.158
N  0.976  -9.459  -18.651
N  0.241  -11.448  -18.778
H  1.629  -8.755  -18.964
H  0.338  -9.281  -17.890
H  -0.250  -10.933  -18.061
H  0.258  -12.448  -18.918
C  7.873  -17.896  -17.004
O  8.623  -17.365  -17.773
N  8.097  -18.846  -16.138
N  6.679  -17.424  -16.742
H  9.045  -19.135  -15.942
H  7.361  -19.073  -15.485
H  6.079  -17.884  -16.073
H  6.421  -16.546  -17.169
C  1.671  -12.792  -23.114
O  1.588  -13.516  -24.136
N  2.854  -12.423  -22.639
N  0.763  -12.362  -22.336
H  2.906  -11.974  -21.735
H  3.707  -12.783  -23.042
H  -0.187  -12.648  -22.523
H  1.054  -11.719  -21.613
C  3.100  -18.498  -17.897
O  2.501  -17.493  -18.228
N  2.876  -19.055  -16.784
N  3.981  -19.009  -18.679
H  2.270  -18.600  -16.117
H  3.371  -19.914  -16.587
H  4.140  -18.491  -19.531
H  4.355  -19.944  -18.605
C  3.820  -12.837  -13.923
C  2.859  -11.700  -14.344
O  1.951  -11.326  -13.334
O  4.994  -12.907  -14.761
H  3.211  -13.736  -14.019
H  3.996  -12.719  -12.854
H  2.413  -11.988  -15.296
H  3.369  -10.759  -14.554
H  1.568  -10.460  -13.492
H  5.714  -13.371  -14.329
C  6.158  -12.817  -22.148
C  5.691  -13.857  -23.118
O  4.923  -13.460  -24.210
O  7.173  -12.202  -22.769
H  6.621  -13.316  -21.296
H  5.338  -12.158  -21.864
H  4.988  -14.544  -22.645
H  6.589  -14.433  -23.338
H  5.531  -13.431  -24.952
H  6.983  -11.261  -22.736
C  3.848  -13.511  -19.067
C  4.769  -14.611  -18.495
O  5.639  -14.141  -17.509
O  4.267  -12.104  -19.174
H  2.935  -13.480  -18.472
H  3.494  -13.811  -20.053
H  5.532  -15.044  -19.142
H  4.140  -15.416  -18.115
H  5.160  -14.218  -16.681
H  3.757  -11.643  -19.843
C  7.784  -16.309  -13.384
C  6.280  -15.909  -13.335
O  6.149  -14.701  -12.629
O  8.163  -17.127  -12.285
H  8.387  -15.428  -13.600
H  7.958  -16.959  -14.241
H  5.758  -16.695  -12.790
H  5.954  -15.843  -14.373
H  5.850  -14.845  -11.728
H  9.074  -17.422  -12.360
C  1.454  -16.641  -21.638
C  2.899  -17.002  -21.959
O  3.741  -16.760  -20.841
O  0.991  -17.471  -20.606
H  0.756  -16.858  -22.446
H  1.310  -15.636  -21.242
H  3.291  -16.476  -22.829
H  2.844  -18.075  -22.141
H  3.266  -16.995  -20.041
H  1.298  -17.272  -19.718
C  6.681  -8.635  -21.792
C  5.936  -9.283  -20.602
O  4.545  -9.079  -20.839
O  6.360  -9.399  -22.967
H  7.734  -8.427  -21.600
H  6.394  -7.593  -21.929
H  6.219  -8.783  -19.675
H  6.259  -10.317  -20.482
H  4.139  -8.970  -19.976
H  5.437  -9.161  -23.077
C  -1.783  -14.163  -18.102
C  -1.168  -14.500  -19.438
O  0.232  -14.383  -19.435
O  -1.628  -15.153  -17.107
H  -2.872  -14.152  -18.058
H  -1.549  -13.139  -17.810
H  -1.552  -13.758  -20.139
H  -1.452  -15.498  -19.771
H  0.592  -15.102  -18.910
H  -0.703  -15.135  -16.854
C  1.862  -16.094  -14.120
C  1.926  -15.191  -15.423
O  1.272  -15.658  -16.592
O  1.873  -17.419  -14.580
H  0.921  -15.965  -13.585
H  2.763  -15.990  -13.515
H  2.949  -14.980  -15.735
H  1.528  -14.208  -15.171
H  1.755  -16.365  -17.026
H  1.016  -17.688  -14.918



No. 2
Entry from OMol25: C12H33BrFeN3O3 as an isolated structure in a non-equilibrium geometry (ωB97M-V/def2-TZVPD).

Calculated values
DFT total energy ... -128004.4345 eV
Expectation value of S² ... 20.011
HOMO energy (alpha / beta) ... -7.5 / -11.4 eV
Spin multiplicity ... 9
Total charge ... +1
Kohn-Sham gap (alpha / beta) ... 5.23 / 3.10 eV

Atoms and positions in Å:
Fe  -7.133  -6.985  -17.206
Br  -6.964  -6.715  -19.793
C  -3.568  -8.439  -15.447
C  -3.827  -7.387  -16.536
C  -2.638  -7.254  -17.546
O  -2.881  -6.397  -18.658
C  -1.757  -6.229  -19.484
N  -5.036  -7.774  -17.255
H  -2.653  -8.154  -14.927
H  -3.369  -9.425  -15.867
H  -4.346  -8.541  -14.690
H  -3.951  -6.361  -16.190
H  -2.251  -8.230  -17.839
H  -1.780  -6.844  -17.013
H  -1.343  -7.213  -19.705
H  -0.956  -5.635  -19.045
H  -1.964  -5.711  -20.421
H  -4.816  -7.558  -18.217
H  -4.982  -8.776  -17.372
C  -4.501  -11.541  -22.404
C  -4.735  -10.095  -21.913
C  -4.828  -9.007  -23.034
O  -3.547  -8.626  -23.560
C  -2.730  -7.781  -22.762
N  -5.989  -10.153  -21.201
H  -5.295  -11.712  -23.132
H  -4.486  -12.377  -21.705
H  -3.583  -11.577  -22.990
H  -3.861  -9.882  -21.298
H  -5.133  -8.076  -22.555
H  -5.569  -9.112  -23.826
H  -2.711  -8.075  -21.712
H  -2.898  -6.707  -22.839
H  -1.700  -7.843  -23.114
H  -6.297  -9.196  -21.105
H  -6.695  -10.569  -21.793
C  -3.119  -2.145  -19.258
C  -4.313  -2.957  -19.791
C  -4.080  -3.359  -21.208
O  -4.090  -2.209  -22.028
C  -4.078  -2.526  -23.396
N  -4.577  -4.127  -18.981
H  -2.260  -2.779  -19.040
H  -3.345  -1.583  -18.352
H  -2.907  -1.371  -19.996
H  -5.216  -2.347  -19.751
H  -4.816  -4.098  -21.525
H  -3.108  -3.848  -21.149
H  -3.062  -2.757  -23.716
H  -4.431  -1.695  -24.006
H  -4.835  -3.254  -23.686
H  -3.697  -4.618  -19.047
H  -5.232  -4.709  -19.483



No. 3
Entry from OMol25: C2H8KO2 as an isolated structure in a non-equilibrium geometry (ωB97M-V/def2-TZVPD).

Calculated values
DFT total energy ... -22617.9067 eV
HOMO energy ... -14.5 eV
Total charge ... +1
Kohn-Sham gap ... 10.81 eV

Atoms and positions in Å:
K  -12.957  -22.275  7.161
C  -12.114  -25.358  8.351
O  -11.618  -24.146  8.836
H  -12.323  -25.963  9.233
H  -13.102  -25.257  7.903
H  -11.543  -25.876  7.580
H  -10.902  -24.447  9.402
C  -9.376  -22.337  6.103
O  -10.593  -23.080  6.000
H  -8.876  -22.104  5.163
H  -9.405  -21.341  6.544
H  -8.603  -22.821  6.701
H  -10.388  -23.897  5.539



No. 4
Entry from OMol25: a 2-piece molecular cluster, C4H10NO2S overall in a non-equilibrium geometry (ωB97M-V/def2-TZVPD).

Calculated values
DFT total energy ... -20730.2113 eV
HOMO energy ... -3.1 eV
Total charge ... -1
Kohn-Sham gap ... 6.95 eV

Atoms and positions in Å:
C  -1.225  1.477  1.420
N  -1.215  0.777  0.144
C  0.016  -0.002  -0.207
C  0.161  -1.280  0.602
S  1.802  -1.042  1.364
C  1.348  0.725  -0.267
O  1.973  0.600  -1.334
H  -0.953  0.843  2.278
H  -2.271  1.717  1.637
H  -0.606  2.371  1.467
H  -1.998  0.141  0.110
H  -0.291  -0.183  -1.225
H  0.064  -2.167  -0.023
H  -0.689  -1.416  1.288
H  1.452  1.600  0.380
H  0.562  -1.595  -3.266
H  1.224  -0.904  -2.052
O  0.646  -1.662  -2.316



No. 5
Entry from OMol25: C39H35N7OPRuSi as an isolated structure in a non-equilibrium geometry (ωB97M-V/def2-TZVPD).

Calculated values
DFT total energy ... -73222.7847 eV
Expectation value of S² ... 8.785
HOMO energy (alpha / beta) ... -11.6 / -13.7 eV
Spin multiplicity ... 6
Total charge ... +2
Kohn-Sham gap (alpha / beta) ... 5.74 / 6.14 eV

Atoms and positions in Å:
Ru  -0.284  0.103  -0.205
N  -1.292  2.056  -3.022
C  -0.441  1.078  -3.321
N  -0.242  0.843  -4.604
C  0.655  -0.089  -4.919
N  0.883  -0.346  -6.197
N  1.358  -0.778  -3.995
C  1.080  -0.539  -2.747
N  0.150  0.363  -2.309
C  1.846  -1.300  -1.752
C  2.778  -2.253  -2.157
C  3.503  -2.939  -1.206
C  3.267  -2.666  0.136
C  2.308  -1.728  0.458
N  1.612  -1.043  -0.452
H  -1.651  2.580  -3.804
H  -1.288  2.499  -2.116
H  0.393  0.176  -6.904
H  1.590  -1.012  -6.455
H  2.908  -2.420  -3.215
H  4.237  -3.679  -1.496
H  3.816  -3.171  0.918
H  2.076  -1.546  1.500
O  0.820  0.652  2.201
N  -0.045  -0.376  1.770
C  -0.818  -0.818  2.736
C  -1.836  -1.811  2.602
C  -2.396  -2.276  3.809
C  -3.350  -3.267  3.832
C  -3.791  -3.837  2.641
C  -3.270  -3.395  1.439
C  -2.313  -2.382  1.395
P  -1.819  -1.834  -0.258
C  -1.346  -3.351  -1.137
C  -0.221  -4.021  -0.651
C  0.221  -5.177  -1.269
C  -0.463  -5.678  -2.369
C  -1.594  -5.028  -2.840
C  -2.035  -3.861  -2.235
C  -3.306  -1.183  -1.059
C  -4.487  -0.923  -0.368
C  -5.550  -0.328  -1.030
C  -5.437  0.023  -2.368
C  -4.255  -0.219  -3.056
C  -3.190  -0.812  -2.403
H  1.720  0.356  2.010
H  -0.645  -0.395  3.720
H  -2.044  -1.849  4.741
H  -3.750  -3.609  4.777
H  -4.541  -4.617  2.653
H  -3.609  -3.837  0.509
H  0.283  -3.646  0.232
H  1.091  -5.698  -0.890
H  -0.123  -6.585  -2.851
H  -2.147  -5.438  -3.674
H  -2.922  -3.364  -2.606
H  -4.574  -1.184  0.679
H  -6.475  -0.142  -0.499
H  -6.273  0.486  -2.876
H  -4.168  0.052  -4.101
H  -2.264  -1.005  -2.935
C  -3.341  2.393  4.852
C  -1.976  2.531  4.629
C  -1.458  2.359  3.355
C  -2.300  2.027  2.291
C  -3.669  1.875  2.530
C  -4.188  2.078  3.800
Si  -1.748  1.973  0.493
C  -1.018  3.613  -0.094
C  -1.878  4.499  -0.754
C  -1.436  5.759  -1.131
C  -0.130  6.144  -0.859
C  0.730  5.275  -0.202
C  0.292  4.015  0.175
H  -3.744  2.534  5.846
H  -1.318  2.786  5.449
H  -0.399  2.506  3.193
H  -4.338  1.612  1.718
H  -5.255  1.997  3.965
H  -3.027  1.791  -0.271
H  -2.905  4.212  -0.957
H  -2.113  6.439  -1.630
H  0.216  7.124  -1.159
H  1.744  5.582  0.018
H  0.972  3.343  0.688



No. 6
Entry from OMol25: C43H38BrN2OP2RhS3Sb as an isolated structure in a non-equilibrium geometry (ωB97M-V/def2-TZVPD).

Calculated values
DFT total energy ... -180906.7647 eV
HOMO energy (alpha / beta) ... -3.2 / -3.2 eV
Total charge ... -1
Kohn-Sham gap (alpha / beta) ... 3.28 / 3.28 eV

Atoms and positions in Å:
Rh  -0.974  0.632  -1.441
C  2.017  1.346  0.163
N  1.852  0.549  1.344
C  0.619  -0.168  1.516
P  -0.911  0.727  0.904
C  -0.821  2.332  1.784
C  -1.682  3.340  1.359
C  -1.739  4.548  2.028
C  -0.926  4.771  3.126
C  -0.053  3.782  3.545
C  0.001  2.567  2.884
C  -2.089  -0.149  2.008
C  -2.462  0.294  3.273
C  -3.327  -0.464  4.045
C  -3.827  -1.665  3.572
C  -3.462  -2.108  2.310
C  -2.608  -1.349  1.536
C  2.747  0.688  2.380
C  2.903  -0.323  3.338
C  3.800  -0.179  4.377
C  4.579  0.961  4.489
C  4.451  1.958  3.536
C  3.548  1.832  2.501
P  1.338  0.524  -1.361
C  1.974  -1.173  -1.323
C  1.304  -2.018  -2.169
C  1.394  -3.479  -2.010
C  2.692  -3.870  -1.407
C  3.387  -2.997  -0.630
C  2.995  -1.655  -0.487
C  2.420  1.316  -2.602
C  3.056  0.555  -3.580
C  3.830  1.168  -4.548
C  3.975  2.546  -4.558
C  3.349  3.309  -3.587
C  2.575  2.700  -2.615
H  3.085  1.545  0.010
H  1.471  2.307  0.236
H  0.471  -0.407  2.575
H  0.608  -1.109  0.944
H  -2.299  3.182  0.488
H  -2.418  5.315  1.689
H  -0.971  5.714  3.653
H  0.590  3.949  4.398
H  0.684  1.811  3.242
H  -2.082  1.228  3.662
H  -3.613  -0.113  5.028
H  -4.502  -2.252  4.180
H  -3.843  -3.044  1.927
H  -2.309  -1.669  0.550
H  2.339  -1.239  3.252
H  3.902  -0.972  5.104
H  5.276  1.076  5.307
H  5.051  2.856  3.601
H  3.444  2.644  1.797
H  0.586  -1.623  -2.875
H  1.169  -4.021  -2.934
H  3.029  -4.887  -1.543
H  4.279  -3.333  -0.115
H  3.546  -0.997  0.166
H  2.942  -0.519  -3.577
H  4.323  0.569  -5.301
H  4.582  3.023  -5.315
H  3.463  4.385  -3.587
H  2.077  3.304  -1.869
S  -2.879  3.387  -4.720
Sb  -0.726  2.860  -4.067
S  -0.770  0.415  -3.749
S  -0.708  3.217  -1.674
O  -0.883  -1.863  -0.809
N  -0.975  -3.104  -1.210
C  0.192  -3.915  -0.963
C  -0.082  -5.365  -1.082
C  -1.198  -5.821  -1.691
C  -2.207  -4.917  -2.101
C  -2.057  -3.580  -1.818
H  0.586  -3.629  0.022
H  0.689  -6.030  -0.721
H  -1.362  -6.880  -1.826
H  -3.102  -5.266  -2.590
H  -2.829  -2.851  -2.019
Br  -7.756  0.329  -1.690
C  -5.843  0.474  -1.630
C  -5.092  0.128  -2.732
C  -3.711  0.188  -2.652
C  -3.035  0.600  -1.495
C  -3.852  0.967  -0.421
C  -5.233  0.897  -0.468
H  -5.569  -0.184  -3.650
H  -3.166  -0.101  -3.542
H  -3.418  1.310  0.511
H  -5.821  1.161  0.399



No. 7
Entry from OMol25: C43H48N2O3P2S3SiY as an isolated structure in a non-equilibrium geometry (ωB97M-V/def2-TZVPD).

Calculated values
DFT total energy ... -114503.9511 eV
HOMO energy ... -4.6 eV
Total charge ... -1
Kohn-Sham gap ... 6.97 eV

Atoms and positions in Å:
Y  -0.660  -0.594  0.530
S  1.936  -1.316  2.709
P  2.479  0.119  1.412
C  1.442  0.428  0.066
P  0.807  2.033  0.083
S  -0.701  2.400  1.343
C  2.061  3.378  0.192
C  1.898  4.491  1.002
C  2.855  5.499  1.000
C  3.974  5.398  0.189
C  4.142  4.280  -0.622
C  3.189  3.276  -0.620
C  0.352  2.389  -1.664
C  -0.324  3.569  -1.957
C  -0.619  3.899  -3.270
C  -0.233  3.051  -4.301
C  0.443  1.874  -4.012
C  0.736  1.544  -2.696
C  4.086  -0.449  0.720
C  4.279  -0.477  -0.655
C  5.490  -0.904  -1.186
C  6.517  -1.297  -0.343
C  6.328  -1.281  1.034
C  5.116  -0.868  1.561
C  2.999  1.550  2.440
C  4.176  2.260  2.221
C  4.503  3.338  3.029
C  3.659  3.719  4.062
C  2.481  3.019  4.283
C  2.155  1.939  3.478
H  1.025  4.552  1.641
H  2.728  6.365  1.640
H  4.720  6.184  0.190
H  5.017  4.194  -1.255
H  3.315  2.396  -1.241
H  -0.638  4.211  -1.142
H  -1.155  4.814  -3.492
H  -0.460  3.310  -5.329
H  0.739  1.211  -4.816
H  1.249  0.622  -2.451
H  3.459  -0.155  -1.288
H  5.629  -0.936  -2.260
H  7.466  -1.619  -0.756
H  7.127  -1.597  1.694
H  4.949  -0.876  2.632
H  4.832  1.986  1.405
H  5.417  3.890  2.843
H  3.916  4.564  4.689
H  1.813  3.316  5.082
H  1.237  1.392  3.647
C  -5.305  -1.790  -6.120
C  -4.806  -1.231  -4.814
C  -3.638  -1.721  -4.234
C  -3.172  -1.215  -3.033
C  -3.886  -0.211  -2.396
C  -5.052  0.288  -2.952
C  -5.507  -0.225  -4.158
S  -3.227  0.527  -0.911
O  -1.843  0.845  -1.263
O  -4.115  1.603  -0.565
N  -3.037  -0.574  0.213
C  -4.082  -1.208  0.849
C  -5.439  -1.064  0.501
C  -6.384  -1.791  1.189
C  -5.984  -2.653  2.205
C  -4.630  -2.735  2.470
N  -3.699  -2.043  1.822
H  -4.475  -2.025  -6.787
H  -5.962  -1.081  -6.623
H  -5.868  -2.712  -5.956
H  -3.080  -2.505  -4.733
H  -2.261  -1.593  -2.585
H  -5.578  1.087  -2.445
H  -6.416  0.170  -4.597
H  -5.723  -0.381  -0.285
H  -7.433  -1.693  0.934
H  -6.701  -3.237  2.767
H  -4.262  -3.398  3.248
C  -1.291  0.311  5.150
C  -1.823  -0.761  4.215
O  -1.037  -0.835  3.033
H  -1.879  0.335  6.070
H  -1.338  1.289  4.669
H  -0.250  0.106  5.410
H  -2.838  -0.535  3.895
H  -1.832  -1.737  4.710
H  -0.099  -1.003  3.273
C  -0.441  -4.737  1.393
Si  0.311  -4.088  -0.216
C  0.216  -5.510  -1.479
C  2.154  -3.718  -0.006
C  -0.629  -2.589  -0.760
H  0.095  -5.611  1.772
H  -1.486  -5.018  1.238
H  -0.414  -3.960  2.163
H  0.859  -6.351  -1.204
H  0.527  -5.157  -2.466
H  -0.809  -5.882  -1.567
H  2.780  -4.504  -0.436
H  2.425  -3.601  1.043
H  2.405  -2.777  -0.502
H  -1.691  -2.875  -0.825
H  -0.300  -2.317  -1.776



> Which of these has the highest DFT total energy?

C4H10NO2S